Record 1
Computed, not measured: C28H37ClCoN4P2 as an isolated structure at a distorted geometry, with wB97M-V/def2-TZVPD.

Results
* LUMO (spin up / spin down): 0.005 / 0.001 Ha
* highest occupied orbital energy (spin up / spin down): -4.475 / -6.485 eV
* gap between HOMO and LUMO (spin up / spin down): 0.1691 / 0.2396 hartree

```
! RIJCOSX wB97M-V def2-TZVPD def2/J DEFGRID3
* xyz 0 4
Co -3.86 1.53 -2.69
C -5.10 1.17 -4.09
C -3.94 1.91 -4.48
C -3.96 3.40 -4.82
C -4.66 4.25 -3.76
C -4.50 3.78 -2.35
C -5.08 2.67 -1.72
C -6.40 2.09 -2.19
C -6.44 1.79 -3.70
C -1.32 0.88 0.60
H -5.16 0.12 -4.40
H -3.21 1.37 -5.10
H -4.45 3.57 -5.79
H -2.88 3.67 -4.88
H -4.20 5.24 -3.81
H -5.72 4.40 -4.03
H -4.03 4.48 -1.63
H -4.99 2.57 -0.63
H -7.19 2.77 -1.89
H -6.50 1.13 -1.63
H -7.26 1.07 -3.89
H -6.64 2.72 -4.26
H -1.98 0.04 0.26
H -1.72 1.02 1.59
H -0.30 0.53 0.60
P -1.51 2.41 -0.34
P -0.69 0.07 -2.77
N -2.76 3.20 0.61
N -0.11 3.26 0.13
N -2.22 -0.60 -3.41
N 0.47 -0.33 -3.92
C -1.47 2.93 -2.12
C -0.79 1.96 -3.13
C -3.78 2.45 1.24
C -4.61 3.30 1.92
C -4.16 4.63 1.68
C -3.06 4.54 0.85
C 0.29 3.23 1.47
C 1.23 4.23 1.66
C 1.46 4.87 0.40
C 0.65 4.23 -0.54
C -3.37 -0.66 -2.45
C -4.23 -1.70 -3.04
C -3.83 -1.90 -4.37
C -2.63 -1.19 -4.58
C 0.47 -0.79 -5.25
C 1.73 -1.29 -5.53
C 2.57 -1.04 -4.38
C 1.80 -0.36 -3.45
H -1.14 4.00 -2.21
H -2.55 3.04 -2.39
H -1.32 2.13 -4.09
H 0.23 2.33 -3.36
H -3.77 1.37 1.19
H -5.46 2.99 2.52
H -4.61 5.53 2.07
H -2.45 5.32 0.44
H -0.14 2.48 2.11
H 1.67 4.46 2.60
H 2.09 5.69 0.17
H 0.58 4.39 -1.60
H -3.02 -0.74 -1.42
H -5.11 -2.21 -2.64
H -4.39 -2.47 -5.10
H -2.12 -1.12 -5.53
H -0.40 -0.71 -5.89
H 2.01 -1.82 -6.43
H 3.60 -1.35 -4.26
H 2.06 0.02 -2.46
Cl 1.10 -1.42 -0.53
C -0.41 -1.34 -1.53
H -0.50 -2.30 -2.05
H -1.21 -1.37 -0.80
*
```

Record 2
Computed, not measured: a 2-piece molecular cluster, C3H8O2 overall, with wB97M-V/def2-TZVPD.

Results
* LUMO: 0.034 Ha
* relative energy (zero: lowest compared OMol25 entry of this formula, charge and spin): 0.821 eV
* SMILES: CCC=O.O
* highest occupied orbital energy: -10.124 eV
* gap between HOMO and LUMO: 0.4065 hartree

```
! RIJCOSX wB97M-V def2-TZVPD def2/J DEFGRID3
* xyz 0 1
C -0.82 -0.72 1.52
C -0.37 0.15 0.33
C 1.04 -0.28 0.04
O 1.39 -0.85 -0.97
H -1.83 -1.09 1.37
H -0.78 -0.16 2.46
H -0.18 -1.60 1.64
H -0.99 0.01 -0.56
H -0.39 1.22 0.58
H 1.76 -0.11 0.86
O 0.47 1.46 -2.22
H 0.82 0.56 -2.13
H -0.20 1.39 -2.90
*
```

Record 3
Computed, not measured: an isolated ion of composition C6H10N3O2S and charge +1 at a distorted geometry, with wB97M-V/def2-TZVPD.

Results
* LUMO: -0.201 Ha
* relative energy (zero: lowest compared OMol25 entry of this formula, charge and spin): 6.367 eV
* highest occupied orbital energy: -13.670 eV
* gap between HOMO and LUMO: 0.3009 hartree

```
! RIJCOSX wB97M-V def2-TZVPD def2/J DEFGRID3
* xyz 1 1
C -0.69 1.93 0.51
C -1.16 0.78 0.02
C 1.29 0.88 -0.08
C 0.44 -1.29 1.70
C 0.32 -0.37 -1.96
C 0.60 -1.43 0.17
N 0.68 1.96 0.41
N -2.45 0.20 -0.15
N 0.47 -0.23 -0.57
O -3.28 0.93 0.25
O -2.54 -0.94 -0.61
S 2.90 0.91 -0.21
H -1.08 2.81 1.04
H 1.19 -0.66 2.16
H -0.53 -0.95 1.80
H 0.52 -2.34 2.09
H -0.38 0.40 -2.33
H 1.26 -0.21 -2.56
H -0.19 -1.26 -2.08
H -0.19 -2.18 -0.17
H 1.69 -1.82 0.09
H 1.13 2.88 0.46
*
```

Record 4
Computed, not measured: a 3-piece molecular cluster, C4H11NO2 overall at a distorted geometry, with wB97M-V/def2-TZVPD.

Results
* LUMO (spin up / spin down): 0.104 / 0.104 Ha
* relative energy (zero: lowest compared OMol25 entry of this formula, charge and spin): 2.690 eV
* highest occupied orbital energy (spin up / spin down): -0.015 / -2.500 eV
* gap between HOMO and LUMO (spin up / spin down): 0.1046 / 0.1959 hartree

```
! RIJCOSX wB97M-V def2-TZVPD def2/J DEFGRID3
* xyz -1 2
C -0.24 -0.10 -2.04
C 0.72 -0.11 -0.84
C 0.49 0.36 0.41
N 1.09 -0.17 1.54
C 1.89 -1.20 1.46
H -1.07 -0.82 -2.04
H 0.42 -0.51 -2.92
H -0.65 0.89 -2.26
H 1.56 -0.77 -1.01
H -0.30 1.13 0.50
H 1.79 -1.92 0.66
H 2.44 -1.65 2.27
H -2.65 5.42 2.38
H -3.96 5.69 1.68
O -3.01 5.60 1.51
H 0.92 -4.22 -1.01
H -0.16 -3.60 -0.19
O 0.71 -4.01 -0.09
*
```

| no. | electronic energy (eV) | molar mass (u) |
| --- | --- | --- |
| 1 | -104312.647 | 585.97 |
| 2 | -7335.230 | 76.09 |
| 3 | -25770.892 | 188.23 |
| 4 | -9908.748 | 105.14 |